{"formula": "C24H39FO11P2", "method": "ωB97M-V/def2-TZVPD", "homo_lumo_gap_ev": 6.670, "smiles": "CCOc1cc2c(cc1F)C(=O)C=CC2=O.CCOP(=O)(OCC)OCC.CCOP(=O)(OCC)OCC", "multiplicity": 1, "relative_energy_ev": 10.8644, "charge": 0, "homo_energy_ev": -9.03, "elements": ["C", "C", "O", "C", "C", "C", "C", "C", "C", "F", "C", "O", "C", "C", "C", "O", "H", "H", "H", "H", "H", "H", "H", "H", "H", "O", "P", "O", "C", "C", "O", "C", "C", "O", "C", "C", "H", "H", "H", "H", "H", "H", "H", "H", "H", "H", "H", "H", "H", "H", "H", "O", "P", "O", "C", "C", "O", "C", "C", "O", "C", "C", "H", "H", "H", "H", "H", "H", "H", "H", "H", "H", "H", "H", "H", "H", "H"], "positions_angstrom": [[3.020, -2.763, -2.268], [2.144, -3.403, -3.531], [1.566, -2.355, -4.385], [0.148, -2.105, -4.081], [-1.059, -3.234, -4.113], [-2.610, -2.805, -3.785], [-2.980, -1.214, -3.426], [-1.822, -0.050, -3.384], [-0.258, -0.534, -3.722], [0.756, 0.584, -3.687], [-4.590, -0.924, -3.081], [-5.246, 0.182, -3.442], [-5.343, -2.180, -2.271], [-4.995, -3.628, -2.564], [-3.859, -3.918, -3.757], [-3.968, -4.927, -4.634], [3.873, -2.104, -2.772], [3.459, -3.684, -1.690], [2.257, -2.133, -1.639], [2.844, -4.079, -4.221], [1.366, -4.135, -3.049], [-0.730, -4.339, -4.380], [-2.105, 1.067, -3.108], [-6.128, -1.925, -1.422], [-5.486, -4.538, -1.982], [1.494, 2.301, 1.031], [1.398, 3.828, 0.789], [1.618, 3.691, -0.845], [0.566, 3.136, -1.615], [-0.642, 4.051, -1.644], [2.979, 4.079, 1.236], [3.466, 3.460, 2.417], [4.414, 2.332, 2.039], [1.290, 5.533, 0.518], [2.359, 6.367, 0.083], [2.591, 6.328, -1.416], [0.298, 2.147, -1.232], [0.946, 3.002, -2.632], [-1.077, 4.155, -0.645], [-1.410, 3.654, -2.315], [-0.365, 5.054, -1.981], [2.646, 3.095, 3.043], [4.006, 4.215, 2.995], [3.945, 1.625, 1.348], [4.746, 1.787, 2.927], [5.293, 2.733, 1.525], [3.286, 6.188, 0.632], [2.058, 7.387, 0.346], [3.091, 5.404, -1.717], [3.233, 7.159, -1.724], [1.647, 6.394, -1.964], [-1.230, -1.296, 0.946], [-1.285, -1.089, 2.479], [0.149, -1.868, 2.744], [1.343, -1.224, 2.335], [1.621, 0.011, 3.169], [-2.315, -2.376, 2.696], [-3.439, -2.508, 1.840], [-3.208, -3.667, 0.883], [-1.346, -0.858, 4.192], [-1.506, -1.892, 5.158], [-0.218, -2.623, 5.487], [1.293, -0.973, 1.271], [2.159, -1.942, 2.465], [0.848, 0.770, 3.013], [2.589, 0.445, 2.905], [1.623, -0.230, 4.236], [-3.639, -1.579, 1.297], [-4.314, -2.715, 2.463], [-2.267, -3.558, 0.336], [-4.026, -3.745, 0.160], [-3.141, -4.608, 1.437], [-2.305, -2.591, 4.901], [-1.844, -1.388, 6.071], [0.062, -3.312, 4.686], [-0.339, -3.218, 6.397], [0.608, -1.923, 5.633]], "mulliken_charge": [-0.644, -0.407, -0.357, 0.271, -0.549, 0.356, 0.247, -0.388, 0.357, -0.290, 0.248, -0.531, -0.266, -0.316, 0.216, -0.532, 0.263, 0.311, 0.080, 0.260, 0.277, 0.348, 0.299, 0.338, 0.399, -0.649, 1.164, -0.325, -0.121, -1.012, -0.388, -0.249, -1.247, -0.471, -0.116, -0.925, 0.183, 0.240, 0.322, 0.396, 0.178, 0.299, 0.366, 0.242, 0.391, 0.372, 0.213, 0.325, 0.231, 0.423, 0.169, -0.729, 1.191, -0.213, -0.490, -0.427, -0.361, -0.460, -0.933, -0.483, -0.104, -0.945, 0.313, 0.281, 0.225, 0.083, 0.181, 0.339, 0.360, 0.248, 0.204, 0.343, 0.222, 0.323, 0.228, 0.427, 0.178]}


{"formula": "C23H25F3NOSn", "method": "ωB97M-V/def2-TZVPD", "homo_lumo_gap_ev": [4.864, 4.863], "multiplicity": 1, "relative_energy_ev": 2.5349, "charge": -1, "homo_energy_ev": [-2.93, -2.93], "elements": ["C", "C", "C", "H", "C", "C", "H", "C", "C", "C", "H", "C", "C", "H", "H", "H", "H", "H", "H", "Sn", "C", "C", "C", "H", "H", "H", "H", "H", "H", "C", "C", "H", "H", "O", "N", "C", "H", "C", "C", "H", "C", "H", "C", "H", "C", "H", "C", "H", "H", "H", "F", "C", "F", "F"], "positions_angstrom": [[0.470, -3.102, 1.455], [-0.679, -2.263, 1.555], [-1.030, -1.822, 0.260], [-1.177, -1.999, 2.469], [-0.109, -2.410, -0.692], [0.816, -3.193, 0.088], [-0.362, -2.538, -1.750], [2.324, -0.744, 2.902], [1.047, -0.740, 3.539], [0.319, 0.400, 3.081], [0.683, -1.525, 4.206], [1.106, 1.117, 2.171], [2.398, 0.424, 2.082], [-1.956, -1.292, 0.024], [1.569, -3.880, -0.285], [0.950, -3.608, 2.300], [3.291, 0.779, 1.544], [-0.697, 0.689, 3.298], [3.089, -1.545, 2.979], [2.142, -0.779, -1.287], [0.585, 2.215, 1.233], [1.633, 3.322, 1.232], [-0.801, 2.733, 1.505], [1.594, 3.681, 2.268], [1.294, 4.110, 0.550], [2.654, 2.970, 0.996], [-0.805, 3.183, 2.487], [-1.587, 1.978, 1.416], [-0.948, 3.498, 0.750], [0.487, 1.436, -0.098], [0.828, 1.869, -1.480], [-0.335, 0.703, -0.074], [1.451, 0.886, 0.060], [2.065, 1.840, -1.784], [-0.190, 2.003, -2.414], [-0.605, 0.724, -3.005], [-0.200, 2.831, -2.984], [-1.990, 0.334, -2.628], [-2.341, -0.923, -3.103], [-1.612, -1.464, -3.711], [-3.573, -1.466, -2.787], [-3.826, -2.455, -3.171], [-4.459, -0.727, -1.980], [-5.433, -1.165, -1.720], [-4.077, 0.525, -1.474], [-4.773, 1.065, -0.835], [-2.825, 1.068, -1.787], [-2.526, 2.036, -1.380], [0.070, -0.113, -2.698], [-0.435, 0.754, -4.094], [4.310, -2.992, -0.926], [3.798, -2.142, 0.064], [3.540, -2.952, 1.164], [4.840, -1.333, 0.468]], "nbo_charge": [-0.299, -0.219, -0.376, 0.209, -0.464, -0.330, 0.208, -0.288, -0.350, -0.301, 0.188, -0.165, -0.418, 0.201, 0.211, 0.212, 0.201, 0.184, 0.212, 1.040, -0.017, -0.607, -0.602, 0.221, 0.177, 0.230, 0.213, 0.218, 0.188, -0.601, 0.731, 0.280, 0.233, -0.624, -0.732, -0.234, 0.399, -0.052, -0.205, 0.206, -0.199, 0.212, -0.225, 0.210, -0.220, 0.210, -0.171, 0.225, 0.211, 0.212, -0.404, 0.616, -0.370, -0.384]}


{"formula": "C4H8O2", "method": "ωB97M-V/def2-TZVPD", "homo_lumo_gap_ev": 9.715, "smiles": "C=CC(=C)O.O", "multiplicity": 1, "relative_energy_ev": 3.1204, "charge": 0, "homo_energy_ev": -9.26, "elements": ["C", "C", "O", "C", "C", "H", "H", "H", "H", "H", "H", "H", "H", "O"], "positions_angstrom": [[1.667, -1.803, -0.816], [1.193, -0.620, -0.335], [1.723, 0.618, -0.827], [-0.015, -0.358, 0.472], [-0.255, 0.462, 1.578], [2.482, -1.896, -1.647], [1.371, -2.723, -0.464], [2.578, 0.670, -0.437], [-0.876, -0.936, 0.130], [0.578, 1.158, 1.852], [-1.071, 0.593, 2.231], [-2.966, 1.892, -0.325], [-3.132, 0.710, 0.663], [-3.537, 1.187, -0.098]], "nbo_charge": [-0.438, 0.242, -0.709, -0.234, -0.360, 0.218, 0.203, 0.477, 0.207, 0.189, 0.204, 0.471, 0.470, -0.939]}


Which E belongs to each record? In order, -69319.70391; -41773.75469; -8370.16131 eV.